The following is a quantum chemistry calculation of a cluster of 10 separate species, C47H119N9O10 in total in a non-equilibrium geometry, from the OMol25 dataset.

CARTESIAN COORDINATES (ANGSTROEM)
C (3.7545, 0.1378, -2.4776)
C (3.1940, 0.1790, -3.9459)
C (3.9423, 1.3358, -4.5883)
C (3.5472, -1.1185, -4.6326)
C (3.0341, -1.1625, -6.0657)
C (1.4922, -1.0431, -6.0397)
C (0.9939, 0.1971, -5.2194)
C (0.9844, 1.4271, -6.1312)
C (-0.4717, -0.0819, -4.8721)
N (1.7348, 0.3631, -3.9852)
O (1.2916, 1.3659, -3.1360)
H (3.1802, 0.9059, -1.9611)
H (3.4848, -0.8562, -2.1134)
H (4.8239, 0.3055, -2.4402)
H (3.4525, 2.2553, -4.2514)
H (5.0176, 1.3695, -4.4285)
H (3.7958, 1.3247, -5.6718)
H (4.6387, -1.1746, -4.7123)
H (3.1834, -2.0178, -4.1301)
H (3.5919, -0.5184, -6.7452)
H (3.1337, -2.1572, -6.5174)
H (1.1036, -1.8902, -5.4755)
H (1.2320, -0.9831, -7.0950)
H (0.3429, 1.2696, -7.0008)
H (1.9932, 1.6558, -6.4812)
H (0.6087, 2.3469, -5.6754)
H (-1.0842, -0.3162, -5.7459)
H (-0.8804, 0.8014, -4.3832)
H (-0.5046, -1.0078, -4.2907)
H (0.9909, 0.9551, -2.3087)
C (-0.8333, 1.5927, 1.5964)
C (0.4191, 1.3138, 0.7113)
C (0.7267, 2.5682, -0.0954)
C (1.6453, 0.9725, 1.5620)
C (1.5906, -0.4124, 2.1254)
C (1.4948, -1.4634, 0.9914)
C (0.2651, -1.2375, 0.1127)
C (0.5227, -1.8984, -1.2360)
C (-0.9570, -1.9251, 0.7688)
N (0.0927, 0.1913, -0.1955)
O (-1.0034, 0.4132, -1.0469)
H (-0.6513, 2.3934, 2.3150)
H (-1.6092, 1.9966, 0.9392)
H (-1.2786, 0.7067, 2.0485)
H (1.1700, 3.3335, 0.5405)
H (1.4219, 2.2905, -0.8875)
H (-0.2324, 2.8763, -0.5077)
H (2.5423, 1.0237, 0.9324)
H (1.7430, 1.7799, 2.2905)
H (2.4691, -0.6399, 2.7340)
H (0.7196, -0.5425, 2.7766)
H (1.3981, -2.4171, 1.5089)
H (2.4188, -1.4536, 0.4100)
H (0.7820, -2.9606, -1.1308)
H (1.3748, -1.4514, -1.7510)
H (-0.3364, -1.9104, -1.9091)
H (-1.8555, -1.8659, 0.1492)
H (-1.2102, -1.4155, 1.7020)
H (-0.7357, -2.9669, 0.9945)
H (-1.8149, 0.3104, -0.5132)
C (-1.8152, 3.9409, 4.6714)
O (-2.7686, 4.3684, 3.7247)
C (-3.9841, 4.8185, 4.2676)
C (-4.9451, 4.9262, 3.0869)
C (-4.6587, 6.1162, 2.1664)
N (-6.3658, 4.9511, 3.4888)
H (-1.8429, 4.5984, 5.5409)
H (-0.8222, 3.9932, 4.2156)
H (-1.8348, 2.8734, 4.9165)
H (-4.4901, 4.1237, 4.9472)
H (-3.8076, 5.8039, 4.7148)
H (-4.8166, 4.0551, 2.4355)
H (-5.3526, 6.2204, 1.3355)
H (-3.6787, 5.9312, 1.7051)
H (-4.5538, 7.0377, 2.7443)
H (-6.4552, 5.6763, 4.1910)
H (-6.9953, 5.0936, 2.7184)
C (1.1281, 5.3262, -4.2482)
O (-0.0337, 5.8205, -3.5946)
C (-0.6790, 4.8157, -2.8288)
C (-2.1114, 5.2069, -2.5188)
C (-2.7176, 4.1594, -1.6158)
N (-2.9170, 5.3297, -3.7465)
H (1.3185, 5.9754, -5.1021)
H (0.9865, 4.3171, -4.6347)
H (1.9865, 5.3948, -3.5778)
H (-0.6700, 3.8473, -3.3445)
H (-0.1356, 4.6697, -1.8876)
H (-2.1217, 6.2243, -2.1154)
H (-1.9825, 4.0240, -0.8163)
H (-2.7765, 3.2628, -2.2344)
H (-3.6395, 4.4885, -1.1442)
H (-3.2021, 4.4338, -4.1295)
H (-2.3273, 5.7549, -4.4583)
C (3.0810, -4.0121, 3.7426)
O (3.0132, -5.3868, 4.1200)
C (4.0011, -5.7274, 5.0731)
C (5.4472, -5.8615, 4.5614)
C (5.6818, -6.9795, 3.5741)
N (6.3303, -6.0325, 5.7348)
H (3.6915, -3.7698, 2.8574)
H (3.6489, -3.4668, 4.5026)
H (2.1094, -3.6236, 3.4427)
H (3.9260, -5.0654, 5.9429)
H (3.6756, -6.7478, 5.3246)
H (5.6658, -4.8685, 4.1481)
H (6.7499, -7.1739, 3.5220)
H (5.2031, -6.7907, 2.6158)
H (5.1921, -7.8640, 3.9988)
H (6.0040, -6.8872, 6.1852)
H (6.2036, -5.2968, 6.4198)
C (-0.5557, -6.3118, -2.4220)
O (-1.1670, -6.6935, -1.2195)
C (-1.8658, -5.6146, -0.6453)
C (-3.3586, -5.9111, -0.4949)
C (-4.1628, -5.9382, -1.7805)
N (-3.9683, -4.9425, 0.4413)
H (-1.2578, -5.8847, -3.1613)
H (-0.2020, -7.1861, -2.9697)
H (0.2014, -5.5196, -2.4064)
H (-1.5048, -5.4314, 0.3742)
H (-1.7702, -4.6084, -1.0771)
H (-3.3418, -6.8639, 0.0407)
H (-5.1861, -6.2914, -1.6331)
H (-3.7934, -6.7115, -2.4647)
H (-4.1405, -4.9531, -2.2445)
H (-3.6143, -3.9941, 0.3520)
H (-4.9592, -4.7884, 0.2896)
C (-4.4919, 1.8180, 0.5180)
O (-4.0748, 0.6049, -0.0505)
C (-5.1277, -0.2668, -0.3728)
C (-4.5675, -1.6277, -0.7983)
C (-3.7199, -1.6470, -2.0646)
N (-5.7320, -2.4897, -1.0547)
H (-4.9287, 1.6192, 1.5080)
H (-5.2647, 2.3204, -0.0731)
H (-3.6849, 2.5218, 0.7109)
H (-5.7072, -0.4481, 0.5412)
H (-5.8583, 0.1010, -1.1017)
H (-4.0379, -2.1308, 0.0110)
H (-4.3241, -1.6958, -2.9759)
H (-3.1946, -2.6046, -2.1184)
H (-3.1231, -0.7361, -2.1666)
H (-5.3978, -3.3442, -1.4805)
H (-6.4260, -2.0997, -1.6791)
C (4.3500, 3.5651, -1.3732)
O (4.3501, 4.4289, -0.2477)
C (3.6918, 5.6772, -0.4037)
C (4.5990, 6.7879, -0.9571)
C (3.8916, 8.1467, -0.7545)
N (4.8105, 6.6303, -2.3890)
H (4.6382, 2.5617, -1.0745)
H (5.0869, 3.8957, -2.1094)
H (3.3511, 3.5976, -1.8192)
H (2.8358, 5.4780, -1.0668)
H (3.2202, 5.9798, 0.5362)
H (5.5110, 6.7203, -0.3633)
H (4.0292, 8.5317, 0.2560)
H (2.8267, 7.9726, -0.9419)
H (4.1988, 8.8982, -1.4772)
H (3.9494, 6.3877, -2.8638)
H (5.4518, 5.8604, -2.5401)
C (-3.6973, -0.8937, 4.7198)
O (-2.8180, -1.9776, 4.8470)
C (-1.5521, -1.6086, 5.3665)
C (-0.6534, -2.8225, 5.3989)
C (0.7365, -2.4959, 5.9554)
N (-0.5801, -3.4010, 4.0348)
H (-4.6626, -1.2517, 4.3501)
H (-3.3503, -0.2075, 3.9376)
H (-3.9304, -0.4461, 5.6908)
H (-1.1687, -0.8444, 4.6724)
H (-1.6149, -1.1497, 6.3595)
H (-1.1318, -3.6497, 5.9353)
H (1.1837, -3.4809, 6.0849)
H (0.6872, -1.9735, 6.9149)
H (1.3450, -1.8123, 5.3634)
H (-1.5265, -3.2832, 3.6628)
H (-0.5812, -4.4190, 4.0488)
C (1.6679, -5.1814, 0.6792)
O (2.2540, -6.3781, 1.1861)
H (2.3911, -4.5190, 0.2052)
H (0.8034, -5.4283, 0.0595)
H (1.2826, -4.7784, 1.6239)
H (2.0084, -6.4624, 2.1069)

The SMILES is CC1(C)CCCC(C)(C)N1O.CC1(C)CCCC(C)(C)N1O.COC[C@H](C)N.COC[C@H](C)N.COC[C@H](C)N.COC[C@H](C)N.COC[C@H](C)N.COC[C@H](C)N.COC[C@H](C)N.CO. For the highest occupied orbital energy, the calculation gives -8.033 eV. Its HOMO-LUMO gap is 8.5 eV. The value obtained for the LUMO energy is 0.51 eV.